ORCA calculation (the ωB97M-V functional and the def2-TZVPD basis) on a 12-piece molecular cluster, C59H150N8O20 overall in a non-equilibrium geometry.

Structure (ORCA input):
```
! wB97M-V def2-TZVPD RIJCOSX def2/J DEFGRID3
* xyz 1 2
C 0.7270 -0.3005 1.3349
C -0.0277 0.5315 0.2789
O -1.2516 1.0192 0.7966
H 0.8892 0.3456 2.1976
H 1.7056 -0.4227 0.8705
H 0.2711 -1.2020 1.7442
H -0.1679 0.0391 -0.6834
H 0.6556 1.3313 -0.0066
H -1.8082 1.2164 0.0397
C 5.2305 3.2112 -0.7142
O 5.1057 2.2200 0.2594
C 5.5411 0.9020 -0.0949
C 5.4331 -0.1328 1.0518
N 6.3983 0.2944 2.0856
C 6.2274 -0.2207 3.4858
C 7.0441 0.7348 4.4047
O 6.5902 2.1016 4.2682
C 7.2310 3.0554 5.1239
H 4.9349 4.2010 -0.3663
H 4.6362 2.9749 -1.5968
H 6.2407 3.2601 -1.1205
H 6.5796 0.9234 -0.4254
H 4.9435 0.5441 -0.9333
H 5.8147 -1.0755 0.6596
H 4.3898 -0.2555 1.3427
H 6.3367 1.3014 2.1316
H 6.5469 -1.2551 3.6125
H 5.1968 -0.1698 3.8370
H 8.0897 0.6893 4.1002
H 6.9841 0.3984 5.4398
H 7.0352 2.6872 6.1310
H 6.8547 4.0784 5.1140
H 8.3013 3.1081 4.9244
C -2.6519 -1.8153 2.6937
O -3.4850 -2.8088 2.2045
C -4.4883 -3.2906 3.1541
C -5.6690 -2.3207 3.4964
N -6.4450 -2.0260 2.2977
C -7.7280 -1.3965 2.6232
C -8.7622 -1.2761 1.4689
O -8.3198 -0.2868 0.5451
C -8.9737 -0.2488 -0.6951
H -2.1937 -2.1033 3.6399
H -3.2430 -0.9130 2.8503
H -1.8716 -1.5388 1.9847
H -4.0070 -3.6540 4.0621
H -4.9667 -4.1487 2.6820
H -5.3240 -1.4268 4.0159
H -6.2793 -2.8877 4.1993
H -5.9163 -1.2392 1.9492
H -7.5639 -0.4415 3.1224
H -8.1866 -1.9904 3.4139
H -9.7161 -0.9337 1.8701
H -8.8807 -2.2806 1.0625
H -9.9364 0.2600 -0.6452
H -9.1309 -1.2337 -1.1350
H -8.2716 0.2707 -1.3472
C 8.3475 4.7880 -3.7107
O 7.2005 3.9246 -3.8163
C 6.8369 3.7078 -5.2079
C 5.6428 2.6842 -5.1521
N 4.4540 3.3068 -4.6942
C 3.2987 2.3552 -4.5631
C 2.0365 2.9852 -4.0824
O 2.1119 3.3968 -2.7554
C 0.8564 3.4933 -2.0742
H 8.1944 5.7462 -4.2073
H 9.2834 4.3567 -4.0658
H 8.3897 4.9893 -2.6403
H 7.7196 3.3544 -5.7409
H 6.6545 4.6964 -5.6293
H 5.8833 1.8909 -4.4444
H 5.5241 2.3351 -6.1779
H 4.5899 3.7697 -3.8069
H 3.6147 1.6367 -3.8069
H 3.1298 1.7607 -5.4609
H 1.2469 2.2495 -4.2354
H 1.8826 3.9053 -4.6461
H 0.2021 4.1983 -2.5869
H 1.0365 3.9374 -1.0953
H 0.3482 2.5360 -1.9582
C -1.3905 3.9639 4.2737
O -2.3445 4.4635 3.3577
C -1.9555 4.3185 2.0246
C -3.1233 4.7370 1.1096
N -3.1473 6.1748 0.9586
C -4.4279 6.6717 0.4697
C -4.5257 8.2107 0.4874
O -5.7479 8.6196 -0.0741
C -5.9229 10.0510 -0.2536
H -1.0014 2.9726 4.0410
H -1.9115 4.0578 5.2265
H -0.5060 4.5998 4.2366
H -1.6830 3.3049 1.7304
H -1.0301 4.8803 1.8972
H -4.0629 4.3416 1.4954
H -2.9928 4.2590 0.1387
H -3.1049 6.4364 1.9332
H -5.2231 6.2959 1.1135
H -4.5672 6.2575 -0.5289
H -3.6587 8.6041 -0.0431
H -4.4624 8.6711 1.4734
H -5.9045 10.5044 0.7375
H -6.8333 10.1745 -0.8402
H -5.1109 10.5558 -0.7770
C 0.7680 -4.1514 0.2705
O -0.0941 -4.1913 1.3963
C -0.4572 -5.5085 1.7779
C -1.5932 -5.3761 2.8135
N -1.9550 -6.6698 3.4119
C -3.1360 -6.4112 4.2293
C -3.6493 -7.6654 5.0018
O -4.4558 -8.3590 4.1246
C -4.9901 -9.5177 4.6560
H 1.7503 -4.5365 0.5442
H 0.8903 -3.1069 -0.0159
H 0.3849 -4.7502 -0.5558
H 0.4030 -5.9481 2.2828
H -0.8256 -6.0652 0.9162
H -2.3952 -4.9585 2.2049
H -1.2502 -4.6007 3.4984
H -2.1806 -7.3552 2.7052
H -3.9560 -6.0136 3.6313
H -2.8816 -5.6427 4.9592
H -4.2280 -7.3465 5.8687
H -2.8248 -8.3234 5.2765
H -5.5718 -10.0573 3.9086
H -5.6016 -9.2562 5.5196
H -4.2508 -10.2023 5.0717
C 0.5835 -6.3521 -5.3833
O -0.0228 -5.1953 -4.8852
C -0.2648 -4.1785 -5.8751
C -1.2278 -3.1524 -5.2765
N -2.4442 -3.8540 -4.7529
C -3.4043 -2.8641 -4.2549
C -3.0186 -2.2940 -2.8783
O -2.8450 -3.4007 -1.9814
C -2.5993 -2.9849 -0.6165
H 0.4888 -7.2308 -4.7452
H 1.6617 -6.2034 -5.4431
H 0.2197 -6.6431 -6.3687
H -0.7173 -4.6231 -6.7614
H 0.6241 -3.6596 -6.2338
H -1.3560 -2.5140 -6.1506
H -0.7089 -2.5681 -4.5167
H -2.0880 -4.3847 -3.9708
H -4.3691 -3.3596 -4.1474
H -3.5058 -2.0497 -4.9723
H -3.7915 -1.6245 -2.5007
H -2.0634 -1.7785 -2.9779
H -3.5022 -2.5097 -0.2329
H -1.7035 -2.3719 -0.5182
H -2.4970 -3.8922 -0.0211
C -1.6314 0.7037 -4.1679
O -0.5501 0.2558 -4.9921
C -0.8233 0.4727 -6.3554
C 0.4187 0.2214 -7.2382
N 0.9438 -1.1293 -6.9931
C 2.1449 -1.4808 -7.7872
C 3.5904 -1.1496 -7.1557
O 3.9278 -1.9779 -6.0223
C 4.1661 -3.3461 -6.4269
H -1.9087 1.7412 -4.3545
H -1.4612 0.6787 -3.0916
H -2.5495 0.1828 -4.4395
H -1.1399 1.5048 -6.5056
H -1.5931 -0.2117 -6.7119
H 1.1651 1.0036 -7.0995
H 0.1279 0.3762 -8.2772
H 1.3492 -1.2165 -6.0722
H 2.1218 -0.9693 -8.7495
H 2.0777 -2.5129 -8.1312
H 3.6408 -0.1318 -6.7688
H 4.3109 -1.1092 -7.9727
H 3.2664 -3.8663 -6.7556
H 4.4533 -3.9353 -5.5560
H 4.9841 -3.4853 -7.1336
C 2.3552 3.9823 1.5330
O 1.8699 3.0633 2.6231
C 2.9353 2.2241 3.0893
C 2.5553 1.4629 4.4449
N 2.2308 2.4110 5.4972
C 1.7442 1.7785 6.7233
C 1.0943 2.8160 7.6721
O 0.0055 3.4663 6.9976
C -0.5376 4.6094 7.6908
H 2.5786 3.3863 0.6482
H 3.1959 4.6403 1.7527
H 1.5220 4.6088 1.2147
H 3.8299 2.7975 3.3324
H 3.2240 1.5012 2.3263
H 3.3815 0.8008 4.7042
H 1.6856 0.8520 4.2030
H 1.4589 2.9810 5.1822
H 2.5144 1.2917 7.3216
H 1.1094 0.9377 6.4435
H 1.7794 3.5725 8.0548
H 0.5790 2.2719 8.4636
H -1.1017 4.3479 8.5861
H -1.1739 5.2505 7.0806
H 0.2362 5.3317 7.9509
C 0.6996 -2.3368 4.6333
C 2.0060 -2.8276 5.1185
C 3.0966 -2.8679 4.0189
O 2.4163 -1.8657 6.1063
H 0.3985 -2.8044 3.6959
H 0.7413 -1.2650 4.4394
H -0.0810 -2.5891 5.3510
H 1.8928 -3.7974 5.6030
H 2.9684 -3.7378 3.3747
H 4.1089 -3.0247 4.3914
H 3.1563 -1.9244 3.4763
H 3.3013 -2.0473 6.4310
C 1.7591 -0.6742 -2.9954
C 2.6896 -1.8915 -2.5464
C 2.0745 -3.2843 -2.8640
O 3.9569 -1.8147 -3.2767
H 0.6886 -0.7255 -2.7965
H 1.9837 -0.3959 -4.0250
H 1.9216 0.2041 -2.3706
H 2.9100 -1.8090 -1.4821
H 2.2152 -3.5963 -3.8989
H 1.0001 -3.2641 -2.6813
H 2.5988 -3.9961 -2.2264
H 3.7201 -1.6291 -4.1883
C -4.8523 1.7020 -2.3501
C -4.2527 1.8073 -0.9486
C -4.4340 0.5087 -0.1291
O -2.8678 1.9713 -1.1265
H -4.3288 0.9519 -2.9429
H -4.9150 2.6282 -2.9213
H -5.8881 1.4160 -2.1674
H -4.6843 2.6999 -0.4957
H -4.0290 0.6986 0.8649
H -3.8319 -0.2418 -0.6413
H -5.4876 0.2490 -0.0263
H -2.6181 2.7370 -1.6489
*
```

**Gap between HOMO and LUMO (alpha / beta)**: 0.27318 / 0.08050 hartree
**Expectation value of S²**: 0.754